Entry 1:
{"formula": "C14H21N4O4", "method": "ωB97M-V/def2-TZVPD", "homo_lumo_gap_ev": 9.3, "total_charge": 1, "total_energy_ha": -1065.73362, "e_homo_ev": -12.580, "multiplicity": 1, "elements": ["C", "C", "O", "N", "C", "C", "O", "C", "C", "N", "C", "C", "N", "H", "H", "H", "H", "H", "H", "H", "H", "H", "H", "H", "H", "H", "H", "H", "H", "C", "C", "C", "C", "C", "C", "N", "O", "O", "H", "H", "H", "H", "H"], "xyz": [[3.27919, 4.28579, -0.55985], [2.74279, 3.54689, -1.75242], [2.12115, 4.08652, -2.63086], [2.90258, 2.09938, -1.80711], [4.18788, 1.67928, -1.37123], [4.33376, 0.52455, -0.41404], [5.14320, 2.29190, -1.78351], [1.72727, 1.36438, -1.40897], [0.70174, 1.41563, -2.55959], [-0.31163, 0.34325, -2.24862], [-0.96475, 0.52749, -0.89862], [0.04375, 0.86254, 0.21056], [1.08906, 1.82524, -0.17926], [2.43966, 4.84119, -0.12881], [3.68973, 3.63566, 0.21096], [4.01755, 5.02197, -0.88679], [5.21979, 0.70340, 0.19626], [4.52538, -0.38943, -0.99023], [3.46264, 0.34557, 0.21599], [1.97468, 0.30746, -1.26713], [0.18363, 2.37532, -2.57712], [1.18068, 1.20153, -3.51485], [0.17754, -0.55448, -2.25325], [-1.00454, 0.29284, -2.99557], [-1.48227, -0.40646, -0.67597], [-1.73377, 1.29618, -1.00823], [0.47596, -0.04116, 0.64362], [-0.53278, 1.33584, 1.01073], [0.59858, 2.69753, -0.37245], [-5.08349, -4.53556, 2.46490], [-4.61033, -3.82422, 3.55992], [-3.51411, -2.98937, 3.42567], [-2.91377, -2.88379, 2.18291], [-3.36522, -3.58681, 1.07901], [-4.46074, -4.41948, 1.22834], [-1.76142, -1.99141, 2.03914], [-1.35876, -1.40614, 3.01652], [-1.25116, -1.86946, 0.92879], [-5.94108, -5.18514, 2.57571], [-5.09539, -3.91944, 4.52100], [-3.13465, -2.43301, 4.26942], [-2.86988, -3.49234, 0.12490], [-4.82845, -4.97961, 0.38018]]}


Entry 2:
{"formula": "C14H21N5O", "method": "ωB97M-V/def2-TZVPD", "homo_lumo_gap_ev": 8.8, "total_energy_ha": -895.14000, "e_homo_ev": -7.952, "smiles": "CCOCCCNc1ncnc2c1nc1n2CCCC1", "de_lowest_kcal_mol": 0.0, "multiplicity": 1, "elements": ["C", "C", "O", "C", "C", "H", "H", "C", "N", "C", "N", "C", "N", "C", "N", "C", "N", "C", "C", "C", "C", "C", "H", "H", "H", "H", "H", "H", "H", "H", "H", "H", "H", "H", "H", "H", "H", "H", "H", "H", "H"], "xyz": [[5.30372, 1.69619, 4.35204], [4.54647, 0.93778, 3.27314], [4.15014, -0.31106, 3.80281], [3.65185, -1.22553, 2.85898], [2.25610, -0.87954, 2.33093], [1.58368, -0.73104, 3.17901], [2.29447, 0.04606, 1.75443], [1.71985, -1.98785, 1.42045], [0.42307, -1.67026, 0.88057], [0.26765, -0.90829, -0.22045], [1.33151, -0.59876, -0.96983], [1.15796, 0.10927, -2.07468], [0.03840, 0.58906, -2.57996], [-1.02567, 0.28647, -1.83325], [-2.33319, 0.61716, -2.02791], [-3.02555, 0.07387, -0.97840], [-2.26477, -0.56535, -0.13291], [-0.99431, -0.45467, -0.64078], [-4.49481, 0.26630, -0.84917], [-5.10441, 0.69974, -2.18182], [-4.28452, 1.84161, -2.77985], [-2.89246, 1.33455, -3.14296], [-2.21401, 2.15302, -3.39949], [-2.94880, 0.66100, -4.00768], [-4.76690, 2.23533, -3.67481], [-4.20428, 2.65080, -2.05076], [-6.13685, 1.01569, -2.02669], [-5.11074, -0.14302, -2.87668], [-4.94427, -0.65904, -0.48616], [-4.67670, 1.03412, -0.09025], [2.05918, 0.32581, -2.63361], [-0.38501, -1.74284, 1.47924], [2.39408, -2.11584, 0.57106], [1.64669, -2.92919, 1.97123], [3.61643, -2.18275, 3.38761], [4.34997, -1.31712, 2.01236], [5.18959, 0.77988, 2.39324], [3.66936, 1.51922, 2.95395], [5.61862, 2.66493, 3.97420], [6.17780, 1.12915, 4.65967], [4.66393, 1.83962, 5.21809]]}


Entry 3:
{"formula": "C14H21N6S2Tl", "method": "ωB97M-V/def2-TZVPD", "homo_lumo_gap_ev": 6.7, "total_charge": 2, "total_energy_ha": -1842.91951, "e_homo_ev": -14.311, "multiplicity": 1, "elements": ["Tl", "C", "C", "N", "C", "S", "N", "N", "C", "C", "C", "C", "C", "C", "C", "N", "H", "H", "H", "H", "H", "H", "H", "H", "H", "H", "H", "H", "H", "C", "N", "C", "C", "N", "C", "S", "H", "H", "H", "H", "H", "H", "H", "H"], "xyz": [[0.69558, -1.39070, 1.17910], [4.25235, 2.01310, -2.81992], [3.00976, 1.13712, -2.79324], [1.94259, 1.71519, -1.96299], [1.91495, 1.61973, -0.65554], [2.90838, 0.88402, 0.40711], [0.71335, 2.44066, -0.20006], [0.62231, 2.58498, 0.97059], [0.52022, 2.92383, 2.18010], [1.25010, 4.16806, 2.60303], [-0.29988, 2.10518, 3.09748], [-0.81163, 2.70267, 4.23700], [-1.63046, 1.94598, 5.06750], [-1.88026, 0.63361, 4.72318], [-1.30401, 0.12437, 3.56293], [-0.52944, 0.83137, 2.75160], [4.97864, 1.57953, -3.50553], [4.71280, 2.07690, -1.83520], [4.01753, 3.01780, -3.17041], [3.22936, 0.15037, -2.38546], [2.59131, 1.01291, -3.79013], [1.23213, 2.28350, -2.40632], [1.94250, 4.50320, 1.83655], [1.78670, 3.97536, 3.53036], [0.50995, 4.95211, 2.77735], [-0.59468, 3.73406, 4.47528], [-2.05765, 2.38200, 5.95986], [-2.49972, -0.00365, 5.33820], [-1.47583, -0.91225, 3.29219], [-1.65596, -0.93201, -3.62376], [-1.95289, -1.95090, -2.63974], [-2.36022, -3.30352, -3.04098], [-2.85391, -3.91421, -1.72272], [-2.27869, -2.98594, -0.74135], [-1.90229, -1.83320, -1.32244], [-1.43839, -0.43886, -0.44292], [-0.79452, -1.22654, -4.22534], [-1.44634, 0.00322, -3.11331], [-2.51583, -0.80046, -4.27979], [-1.49912, -3.83949, -3.44502], [-3.13138, -3.25666, -3.80731], [-2.48640, -4.92510, -1.57101], [-3.94208, -3.91606, -1.65387], [-2.55388, -2.98550, 0.22585]]}


Entry 4:
{"formula": "C14H21NO4PTm", "method": "ωB97M-V/def2-TZVPD", "homo_lumo_gap_ev": [2.0, 2.0], "total_charge": 2, "total_energy_ha": -2327.02078, "e_homo_ev": [-11.797, -11.796], "multiplicity": 3, "elements": ["C", "P", "O", "C", "C", "O", "C", "C", "O", "O", "N", "C", "C", "C", "C", "C", "C", "C", "C", "C", "H", "H", "H", "H", "H", "H", "H", "H", "H", "H", "H", "H", "H", "H", "H", "H", "H", "H", "H", "H", "H", "Tm"], "xyz": [[0.08441, -3.37490, -2.84921], [-1.61840, -2.69798, -2.25675], [-2.25186, -3.76042, -0.98383], [-1.34499, -0.92916, -1.48651], [-1.90673, 0.15153, -2.58195], [-0.80202, 1.07226, -2.89202], [-1.27514, 2.36374, -3.41306], [-0.29656, 3.52029, -2.70409], [-0.73962, 4.29693, -1.71220], [1.10973, 3.58957, -3.22097], [-2.07234, -0.94976, -0.16309], [-2.27883, 0.42336, 0.42955], [-0.89140, 1.24914, 0.76532], [-0.45886, 1.14387, 2.34203], [1.04618, 0.56640, 2.62275], [1.59132, 0.62045, 4.20206], [3.08176, 0.12597, 4.67343], [4.10032, -0.45442, 3.52072], [3.59355, -0.56590, 1.94112], [2.08614, -0.06299, 1.52537], [0.77286, -3.70073, -1.94292], [0.62512, -2.50633, -3.44573], [-0.13177, -4.25928, -3.60776], [-3.25087, -3.66822, -1.06307], [-0.18113, -0.79917, -1.41595], [-2.11433, -0.46097, -3.58547], [-2.92173, 0.66403, -2.30740], [-2.39348, 2.61177, -3.17387], [-1.08035, 2.48162, -4.57577], [-3.02191, -1.36795, -0.28014], [-2.82246, 0.25684, 1.47925], [-2.97844, 1.13527, -0.18063], [-1.15314, 2.39798, 0.57121], [-0.00892, 1.01521, 0.00098], [-1.25838, 0.53514, 2.97106], [-0.48446, 2.24554, 2.80229], [0.86405, 1.05292, 5.04420], [3.45602, 0.17272, 5.79960], [5.20034, -0.80316, 3.74161], [4.32970, -0.99007, 1.12793], [1.77261, -0.17103, 0.40363], [6.02403, -2.17010, 3.87829]]}


Entry 5:
{"formula": "C14H21NOSi", "method": "ωB97M-V/def2-TZVPD", "homo_lumo_gap_ev": 9.8, "total_energy_ha": -965.55596, "e_homo_ev": -9.074, "smiles": "C[Si](C)(C)[C@H]1C[C@H](Cc2ccccc2)NC1=O", "multiplicity": 1, "elements": ["O", "C", "C", "C", "C", "C", "C", "C", "N", "C", "C", "C", "C", "C", "C", "C", "Si", "H", "H", "H", "H", "H", "H", "H", "H", "H", "H", "H", "H", "H", "H", "H", "H", "H", "H", "H", "H", "H"], "xyz": [[-0.74476, -1.36934, 2.45368], [-0.62893, -0.80224, 1.38092], [4.43704, -2.13232, -2.38808], [4.05704, -0.79822, -2.68051], [3.55205, -3.07803, -1.85546], [2.73179, -0.43577, -2.51550], [2.28116, -2.60453, -1.60849], [1.85307, -1.33702, -2.01196], [0.33422, -0.78987, 0.37639], [0.33649, -0.94464, -1.99912], [-1.46089, 0.43172, -0.70301], [0.06591, 0.03902, -0.80752], [-2.71429, 0.86253, 3.55997], [-3.54426, 2.70921, 1.20026], [-0.35332, 2.24884, 2.14331], [-1.81932, 0.07415, 0.73614], [-2.18228, 1.55892, 1.86927], [5.46597, -2.47528, -2.37973], [4.75950, -0.29308, -3.27685], [3.80594, -4.13976, -1.71762], [2.40152, 0.49306, -2.85592], [1.58245, -3.29608, -1.23162], [1.09906, -1.48397, 0.41113], [-0.23153, -1.87204, -1.97406], [0.12151, -0.49653, -2.94181], [-1.91964, -0.23458, -1.52882], [-1.60720, 1.44357, -0.94381], [0.77320, 0.92306, -0.80439], [-3.13810, 1.64449, 4.22170], [-1.74998, 0.58837, 3.93470], [-3.46395, 0.01481, 3.35055], [-3.00078, 3.52228, 0.67270], [-4.15040, 3.08195, 2.05693], [-4.22706, 2.23233, 0.48009], [-0.18421, 3.18129, 1.60986], [-0.38883, 2.49089, 3.22125], [0.53239, 1.66065, 1.84937], [-2.68059, -0.61787, 0.69606]]}


Q: Which value of multiplicity does entry 3 give?
A: 1